# 1
This record from the Open Molecules 2025 dataset describes a molecular structure, C49H28HfN9O5S. The level of theory is ωB97M-V/def2-TZVPD.

Calculated values
DFT total energy: -87053.7934 eV
Charge: +1
Highest occupied orbital energy: -8.90 eV
Largest force on an atom: 0.017 Eh/bohr
Energy above the lowest of the compared OMol25 structures with the same formula, charge and spin: 114.4 kcal/mol
Spin multiplicity: 1

Each line ends with the Mulliken charge.
Element x y z (Å)
Hf  0.11119  -0.00727  0.31488  1.647
C  2.66685  -3.78438  4.66747  -0.689
C  3.44390  -2.64927  4.95329  -0.675
C  3.09343  -1.39931  4.47909  -0.373
C  1.94084  -1.31887  3.70730  0.432
C  1.32061  -0.19325  3.03283  -0.048
N  0.20600  -0.64237  2.35857  -0.389
C  0.06967  -2.00173  2.58043  0.050
N  -0.94075  -2.74359  2.18220  -0.457
C  -1.82992  -2.32655  1.28955  -0.550
C  -3.15149  -2.89967  1.12711  0.839
C  -3.81142  -3.90822  1.82166  -0.404
C  -5.09742  -4.20895  1.41726  -0.697
C  -5.70670  -3.52194  0.35457  -0.814
C  -5.04848  -2.52172  -0.33427  -0.180
C  -3.75287  -2.22332  0.07084  0.683
C  -2.80306  -1.21863  -0.38533  -0.450
N  -3.04013  -0.35864  -1.34968  -0.526
C  -2.32514  0.73269  -1.57646  -0.002
N  -1.29087  1.22069  -0.80751  -0.367
C  -1.00083  2.49837  -1.21064  -0.391
N  -0.15422  3.34147  -0.62842  -0.401
C  0.48808  3.09509  0.49707  0.190
N  0.51379  1.90287  1.18751  -0.126
C  1.35325  2.01887  2.27422  0.266
N  1.76320  1.04715  3.07218  -0.561
C  1.82032  3.39078  2.33608  0.176
C  2.64821  4.03847  3.24996  -0.250
C  2.92700  5.36905  3.01455  -0.672
C  2.39608  6.04007  1.89738  -0.693
C  1.57707  5.39689  0.99163  -0.204
C  1.29711  4.05352  1.22887  0.239
C  -1.83340  2.82618  -2.34766  0.504
C  -1.94439  3.98754  -3.11305  -0.371
C  -2.88304  3.98968  -4.12149  -0.801
C  -3.71025  2.87251  -4.35594  -0.656
C  -3.61530  1.73301  -3.58760  -0.312
C  -2.65084  1.72436  -2.57902  0.211
N  -1.65845  -1.32544  0.37339  -0.189
C  1.17268  -2.44218  3.42073  0.582
C  1.51948  -3.69976  3.90063  -0.404
H  2.97589  -4.74506  5.05862  0.431
H  4.33485  -2.76293  5.55699  0.418
H  3.68488  -0.51854  4.68909  0.561
H  -3.33743  -4.42712  2.64439  0.555
H  -5.64979  -4.98777  1.92588  0.453
H  -6.71320  -3.79241  0.06537  0.464
H  -5.51590  -1.98994  -1.15214  0.597
H  3.04965  3.51278  4.10580  0.560
H  3.56393  5.91354  3.69903  0.416
H  2.63650  7.08495  1.75140  0.416
H  1.16464  5.91413  0.13573  0.574
H  -1.32011  4.85031  -2.91978  0.557
H  -2.99811  4.86619  -4.74563  0.413
H  -4.43861  2.91979  -5.15491  0.419
H  -4.25847  0.87986  -3.75644  0.561
H  0.91672  -4.57134  3.68224  0.542
O  1.19397  2.60882  -3.33731  -0.540
C  1.82496  1.51339  -2.95685  0.173
O  1.17463  0.49371  -2.16819  0.516
C  2.83191  0.70756  -3.31828  0.186
C  4.17719  0.54428  -3.81193  -0.947
C  4.90772  -0.38585  -3.17165  -0.584
C  4.39242  -1.07606  -1.98755  -0.734
C  3.10324  -0.96697  -1.64641  -0.431
N  2.25485  -0.38040  -2.60387  -0.325
C  2.43874  -1.37699  -0.35723  2.247
O  3.23560  -2.12723  0.49411  -0.543
O  2.09358  -0.19884  0.27280  -0.615
H  1.08176  3.20879  -2.58076  0.359
H  4.58530  1.17456  -4.58803  0.443
H  5.93288  -0.56329  -3.46708  0.411
H  5.06803  -1.63848  -1.35864  0.493
H  3.51143  -2.93279  0.03756  0.479
C  -6.00358  -7.75555  -2.87676  -1.186
C  -4.88131  -6.88932  -2.36100  0.780
O  -4.92145  -6.30214  -1.31834  -0.449
S  -3.51358  -6.78535  -3.53097  -0.238
C  -2.45554  -5.60564  -2.74650  0.304
C  -2.00980  -5.77669  -1.43568  -0.578
C  -1.10762  -4.87888  -0.89720  -0.261
C  -0.63153  -3.81697  -1.67439  0.183
C  -1.08403  -3.64051  -2.98118  -0.281
C  -1.99909  -4.53321  -3.50869  -0.946
C  0.34815  -2.93123  -1.13254  0.406
C  1.14234  -2.12266  -0.70440  -1.427
H  -6.49757  -8.22657  -2.03017  0.317
H  -5.65553  -8.50708  -3.58375  0.406
H  -6.71825  -7.10672  -3.38632  0.299
H  -2.35476  -6.61607  -0.85005  0.480
H  -0.74014  -5.01242  0.11260  0.507
H  -0.70951  -2.81741  -3.57575  0.544
H  -2.35038  -4.40837  -4.52462  0.447

=====

# 2
This record from the Open Molecules 2025 dataset describes a single C3H4ClF molecule. The level of theory is ωB97M-V/def2-TZVPD.

Calculated values
DFT total energy: -18411.4114 eV
Charge: 0
Highest occupied orbital energy (alpha / beta): -8.77 / -8.70 eV
Largest force on an atom: 0.059 Eh/bohr
Energy above the lowest of the compared OMol25 structures with the same formula, charge and spin: 84.5 kcal/mol
Spin multiplicity: 1

Each line ends with the natural charge from an NBO analysis.
Element x y z (Å)
C  -0.58150  -0.33189  0.31200  -0.571
C  0.22555  0.71666  -0.39481  -0.281
C  -2.19845  -0.38457  0.51909  0.357
F  -2.69149  -1.64605  0.61607  -0.337
Cl  -2.95621  0.49692  -0.74680  -0.025
H  -0.62392  -1.27901  -0.49511  0.252
H  -0.15813  -0.63609  1.31957  0.234
H  1.01405  1.17138  0.13740  0.187
H  -0.12858  0.97278  -1.36282  0.185

=====

# 3
This record from the Open Molecules 2025 dataset describes a single C4H10N2O2 molecule. The level of theory is ωB97M-V/def2-TZVPD.

Calculated values
DFT total energy: -11384.5058 eV
Charge: 0
SMILES: CNC(=O)[C@@H](N)CO
Highest occupied orbital energy: -9.26 eV
Largest force on an atom: 0.072 Eh/bohr
Energy above the lowest of the compared OMol25 structures with the same formula, charge and spin: 55.3 kcal/mol
Spin multiplicity: 1

Each line ends with the natural charge from an NBO analysis.
Element x y z (Å)
C  1.26613  1.61255  -1.54965  -0.429
N  1.09474  1.58931  -0.06306  -0.617
C  -0.05308  1.07158  0.53063  0.654
O  -0.33151  1.56574  1.61974  -0.624
C  -0.69125  -0.24151  0.21400  -0.167
N  -0.31525  -0.88100  -1.05555  -0.832
C  -0.46050  -1.22259  1.38572  -0.051
O  -1.56868  -2.11646  1.23424  -0.772
H  0.52230  2.16246  -2.13709  0.186
H  1.32875  0.55010  -1.75863  0.237
H  2.22353  2.06984  -1.75115  0.195
H  1.45845  2.42772  0.41512  0.396
H  -1.78706  -0.01417  0.18812  0.236
H  0.19145  -1.74452  -0.86728  0.356
H  -1.17399  -1.19862  -1.49449  0.370
H  0.41568  -1.86037  1.23116  0.166
H  -0.56503  -0.73577  2.35649  0.210
H  -1.55468  -3.03428  1.50165  0.486

=====

# 4
This record from the Open Molecules 2025 dataset describes 6 unconnected molecules or ions with the total composition C28H52O14S5. The level of theory is ωB97M-V/def2-TZVPD.

Calculated values
DFT total energy: -112719.2425 eV
Charge: 0
SMILES: CC(=O)OCC[C@H]1COC(=O)C1.O=S1(=O)CCCC1.O=S1(=O)CCCC1.O=S1(=O)CCCC1.O=S1(=O)CCCC1.O=S1(=O)CCCC1
Highest occupied orbital energy: -9.80 eV
Largest force on an atom: 0.019 Eh/bohr
Energy above the lowest of the compared OMol25 structures with the same formula, charge and spin: 0.0 kcal/mol
Spin multiplicity: 1

Each line ends with the Mulliken charge.
Element x y z (Å)
C  -2.14446  -5.62464  -2.43123  -1.159
C  -0.80323  -4.96585  -2.23226  0.868
O  0.21113  -5.50190  -2.58628  -0.531
O  -0.72807  -3.73139  -1.68152  -0.414
C  -1.76702  -3.31235  -0.78476  -0.115
C  -2.95174  -2.63954  -1.46692  -1.082
C  -2.53631  -1.55858  -2.47606  0.656
C  -1.46131  -0.58391  -1.98456  -0.531
O  -0.70568  -0.20805  -3.16363  -0.380
C  -0.55219  -1.42343  -3.79459  0.451
O  0.49691  -1.86240  -4.14867  -0.541
C  -1.96147  -1.99277  -3.85906  -0.815
H  -2.76320  -5.04171  -3.11328  0.256
H  -2.68779  -5.79381  -1.50163  0.292
H  -1.95568  -6.58923  -2.89776  0.360
H  -2.07211  -4.10562  -0.09950  0.569
H  -1.32350  -2.52774  -0.17878  -0.374
H  -3.57194  -2.18552  -0.68874  0.496
H  -3.58808  -3.35950  -1.98783  0.369
H  -3.45517  -1.02565  -2.73074  0.435
H  -1.78478  0.25543  -1.37855  0.367
H  -0.73552  -1.13412  -1.37445  0.069
H  -2.00837  -3.04844  -4.10690  0.210
H  -2.44584  -1.36394  -4.60531  0.400
O  0.08810  -1.86605  2.59910  -0.640
S  -1.35085  -1.86854  2.66526  1.223
O  -2.11889  -1.15465  1.67497  -0.696
C  -1.90872  -3.56944  2.75949  -0.679
C  -1.96090  -3.86343  4.25527  -0.768
C  -2.58126  -2.62176  4.90818  -0.644
C  -1.87887  -1.39401  4.31533  -0.638
H  -1.21552  -4.20467  2.21296  0.446
H  -2.90053  -3.61375  2.30838  0.371
H  -2.53696  -4.76391  4.46259  0.381
H  -0.94939  -4.01500  4.63784  0.310
H  -3.64845  -2.58333  4.68096  0.287
H  -2.47763  -2.64221  5.99150  0.372
H  -2.53889  -0.53486  4.23031  0.369
H  -0.98677  -1.12248  4.87779  0.309
O  -4.81620  3.29803  -0.30441  -0.706
S  -4.01119  2.79889  -1.39145  1.046
O  -3.87223  1.37847  -1.60959  -0.526
C  -4.52745  3.60221  -2.90793  -0.761
C  -3.65996  4.85743  -2.97251  -0.675
C  -2.24873  4.41362  -2.55890  -0.404
C  -2.38170  3.54781  -1.30613  -0.305
H  -5.59582  3.80061  -2.86197  0.427
H  -4.30657  2.92192  -3.73013  0.343
H  -3.67175  5.30054  -3.96714  0.388
H  -4.03766  5.60217  -2.26774  0.286
H  -1.80251  3.82799  -3.36456  0.253
H  -1.59716  5.25960  -2.37661  0.122
H  -1.63447  2.76103  -1.26391  0.301
H  -2.34274  4.13915  -0.39379  0.220
O  0.35497  4.58256  -1.17372  -0.523
S  0.97669  5.80413  -0.72268  1.056
O  1.51295  6.74869  -1.66757  -0.721
C  -0.15285  6.63570  0.39180  -0.616
C  0.18509  6.06143  1.76454  -0.605
C  1.71745  6.00899  1.83172  -0.643
C  2.21359  5.39574  0.51607  -0.553
H  -1.17621  6.44465  0.07454  0.319
H  0.06259  7.70236  0.33785  0.375
H  -0.23572  6.66952  2.56345  0.402
H  -0.22434  5.05324  1.85836  0.270
H  2.11283  7.02097  1.93946  0.304
H  2.06264  5.42922  2.68595  0.348
H  3.16901  5.80294  0.19584  0.352
H  2.27307  4.31033  0.57085  0.233
O  1.60153  1.70094  4.07176  -0.634
S  2.56985  0.71772  4.49964  1.198
O  2.43107  0.07035  5.78379  -0.713
C  2.77236  -0.50383  3.21847  -0.158
C  3.86827  0.06039  2.32394  -0.231
C  4.94128  0.61173  3.27553  -0.825
C  4.21712  1.43452  4.35225  -0.680
H  1.83689  -0.65122  2.68717  0.050
H  3.07709  -1.43377  3.69897  0.354
H  4.25797  -0.70204  1.66606  0.141
H  3.46587  0.86448  1.70573  0.210
H  5.47489  -0.21860  3.74291  0.323
H  5.67764  1.21823  2.74977  0.397
H  4.70475  1.38611  5.32279  0.376
H  4.09283  2.47352  4.05314  0.299
O  5.64111  -2.04583  -1.31090  -0.754
S  4.19868  -2.03068  -1.27279  1.123
O  3.50036  -1.10703  -0.40929  -0.572
C  3.56565  -1.88903  -2.94024  -0.553
C  3.43103  -3.33134  -3.41385  -0.919
C  2.82477  -4.10392  -2.23572  0.364
C  3.60188  -3.69968  -0.97484  -0.871
H  4.25395  -1.28975  -3.53178  0.498
H  2.59309  -1.39951  -2.88288  0.144
H  2.80644  -3.39796  -4.30286  0.358
H  4.41646  -3.73575  -3.65938  0.412
H  1.77490  -3.83512  -2.12797  -0.490
H  2.86844  -5.18005  -2.39230  0.512
H  2.97599  -3.68921  -0.08541  0.392
H  4.47318  -4.33090  -0.80836  0.380

=====

The highest DFT total energy belongs to which entry? C4H10N2O2

=====

largest force on an atom of number 4 (C28H52O14S5)? 0.019 Eh/bohr

=====

What is the DFT total energy in the first record? -87053.7934 eV